{"formula": "C16H20BeClNO5S6", "method": "the ωB97M-V functional and the def2-TZVPD basis", "mol_weight_g_mol": 543.21, "lumo_energy_ha": 0.16007, "gap_ev": 5.732, "energy_ha": -3916.58571, "spin_multiplicity": 1, "charge": -2, "de_lowest_kcal_mol": 20.0, "species": ["Cl", "S", "S", "S", "S", "S", "S", "O", "O", "O", "O", "O", "N", "C", "C", "C", "C", "C", "C", "C", "C", "C", "C", "C", "C", "C", "C", "C", "C", "Be", "H", "H", "H", "H", "H", "H", "H", "H", "H", "H", "H", "H", "H", "H", "H", "H", "H", "H", "H", "H"], "coordinates": [[1.666, 2.255, -0.819], [-4.323, 1.507, -3.356], [-2.583, 1.993, 0.555], [2.897, -2.998, -1.981], [-5.233, 2.323, -0.743], [-7.282, 2.220, -3.033], [-1.575, 0.848, -2.322], [2.269, 1.090, -0.234], [1.584, 2.094, -2.227], [2.383, 3.441, -0.466], [0.236, 2.393, -0.309], [3.919, -3.810, -2.661], [0.138, 1.242, 3.755], [0.521, -2.078, -3.131], [2.828, -1.399, -2.721], [-5.721, 2.023, -2.342], [0.854, 1.097, 2.473], [-1.315, 1.400, 3.597], [1.336, -0.954, -2.581], [-0.617, -1.616, 0.310], [-0.220, -0.312, 0.625], [-3.540, 1.924, -0.887], [-3.151, 1.437, -2.091], [1.152, -3.372, -2.661], [0.731, -2.607, 2.069], [1.080, -1.318, 2.431], [0.670, 2.485, 4.394], [-0.155, -2.759, 1.002], [0.541, -0.208, 1.816], [-0.877, 1.091, -0.233], [0.513, -3.901, -1.967], [1.181, -3.458, 2.476], [0.289, 2.409, 5.388], [-0.554, -2.038, -3.032], [-1.343, -1.680, -0.527], [0.661, 1.903, 1.789], [3.467, -0.728, -2.121], [1.812, -1.187, 3.282], [-0.489, -3.796, 0.693], [1.282, -4.034, -3.474], [-1.560, 2.417, 3.238], [0.365, 3.400, 3.883], [-1.701, 1.338, 4.588], [-1.843, 0.671, 2.968], [3.201, -1.415, -3.740], [1.931, 1.182, 2.611], [1.160, 0.029, -2.954], [1.090, -0.878, -1.518], [0.561, -2.037, -4.223], [1.765, 2.374, 4.409]], "mulliken_charge": [1.90, -0.13, -0.37, 0.46, -0.14, -0.38, -0.23, -0.60, -0.68, -0.75, -0.42, -0.74, -0.11, -0.79, -0.91, 0.06, -1.45, -0.92, -0.03, -0.34, 1.06, -0.10, -0.08, -0.76, -0.76, -0.39, -1.14, -0.55, 0.33, -0.06, 0.26, 0.44, 0.43, 0.35, 0.29, 0.68, 0.36, 0.20, 0.22, 0.53, 0.29, 0.32, 0.44, 0.28, 0.46, 0.55, 0.54, -0.33, 0.40, 0.34]}